# C37H47AlF5N2OP

A molecular structure, C37H47AlF5N2OP (the ωB97M-V functional and the def2-TZVPD basis, the OMol25 dataset).

Each line ends with the Löwdin charge.
Element x y z (Å)
C (-4.87687, -1.20622, -0.18742)  -0.156
C (-3.81582, -1.74616, -1.15390)  -0.430
P (-2.44646, -2.57746, -0.29013)  1.043
C (-1.39253, -3.16369, -1.67462)  -0.253
C (-1.23141, -1.37430, 0.50693)  -0.176
C (-0.62121, -1.73603, 1.71113)  -0.122
C (-1.00659, -3.04796, 2.34827)  -0.147
C (-0.45856, -4.27688, 1.62589)  -0.221
F (-0.25998, -5.29911, 2.54996)  -0.045
C (0.33585, -0.88324, 2.30770)  -0.039
C (0.99782, -1.22242, 3.62531)  -0.071
C (2.37847, -1.84223, 3.47331)  -0.198
C (3.50904, -1.13845, 3.87034)  -0.042
C (4.77095, -1.68622, 3.74998)  -0.030
C (4.95184, -2.96549, 3.23285)  -0.271
C (6.32052, -3.56372, 3.08508)  -0.047
C (3.81890, -3.67289, 2.84945)  -0.028
C (2.55672, -3.12424, 2.96813)  -0.016
C (0.70692, 0.30577, 1.65753)  -0.070
C (1.75569, 1.25124, 2.17753)  -0.068
C (2.98130, 1.37558, 1.29562)  -0.211
C (3.76988, 2.51362, 1.39747)  -0.037
C (4.89273, 2.65991, 0.59742)  -0.062
C (5.23797, 1.66374, -0.30789)  -0.043
C (4.46913, 0.51450, -0.41659)  -0.266
C (4.81568, -0.56630, -1.40568)  -0.039
C (3.34302, 0.38390, 0.39221)  -0.009
C (0.10077, 0.63747, 0.45955)  -0.067
C (0.44812, 1.84923, -0.32334)  -0.163
C (1.06951, 1.73826, -1.56726)  0.002
C (1.40627, 2.89919, -2.24540)  -0.029
C (1.09442, 4.12382, -1.66100)  -0.123
N (0.47768, 4.24268, -0.48662)  0.098
C (0.17258, 3.12492, 0.16396)  -0.104
N (-0.84951, -0.18526, -0.03550)  0.004
O (-1.45213, 0.19621, -1.19965)  -0.061
C (-2.37919, 1.30540, -0.98609)  -0.123
C (-2.46939, 2.15885, -2.23782)  -0.300
C (-2.84370, 1.18789, -3.35858)  -0.037
C (-3.57037, 3.23182, -2.08641)  -0.367
C (-3.88936, 3.63209, -0.64193)  -0.065
C (-3.15422, 4.48749, -2.86429)  -0.060
H (-5.47573, -0.46069, -0.71167)  0.070
H (-5.56816, -1.99047, 0.10797)  0.078
H (-4.44734, -0.72748, 0.69531)  0.058
H (-4.27118, -2.55803, -1.72870)  0.085
H (-3.50994, -1.01649, -1.88847)  0.044
H (-1.25087, -2.42187, -2.45703)  0.044
H (-0.43320, -3.48956, -1.27211)  0.030
H (-1.89057, -4.04695, -2.07184)  0.048
H (-2.09454, -3.12640, 2.34735)  0.104
H (-0.69020, -3.09390, 3.38293)  0.105
H (-1.16545, -4.64224, 0.88232)  0.087
H (0.49472, -4.06444, 1.13732)  0.109
H (0.37123, -1.87714, 4.22268)  0.116
H (1.11183, -0.31965, 4.22052)  0.119
H (3.42917, -0.14817, 4.29902)  0.112
H (5.63786, -1.11901, 4.06432)  0.118
H (6.69867, -3.95050, 4.03099)  0.086
H (6.29340, -4.39628, 2.38328)  0.076
H (7.03252, -2.83476, 2.70244)  0.080
H (3.94057, -4.67402, 2.45658)  0.116
H (1.70733, -3.72923, 2.68443)  0.086
H (1.30287, 2.23844, 2.28066)  0.120
H (2.09342, 0.97377, 3.16575)  0.091
H (3.50111, 3.29406, 2.09901)  0.118
H (5.47681, 3.56566, 0.68401)  0.106
H (6.10840, 1.79390, -0.93811)  0.111
H (5.77606, -0.37156, -1.87591)  0.077
H (4.81853, -1.54251, -0.92548)  0.080
H (4.07149, -0.58488, -2.20468)  0.079
H (2.74419, -0.51779, 0.31487)  0.128
H (1.29182, 0.76390, -1.98288)  0.132
H (1.88701, 2.84107, -3.21092)  0.112
H (1.35169, 5.04407, -2.17057)  0.111
H (-0.33228, 3.23890, 1.11822)  0.129
H (-3.36778, 0.88681, -0.81538)  0.112
H (-2.08326, 1.85760, -0.09936)  0.112
H (-1.51827, 2.62761, -2.49772)  0.124
H (-2.06130, 0.46291, -3.58747)  0.082
H (-3.07193, 1.70714, -4.28864)  0.096
H (-3.73918, 0.64793, -3.07144)  0.066
H (-4.48673, 2.86541, -2.55493)  0.138
H (-4.58084, 4.47227, -0.64812)  0.082
H (-2.98482, 3.95903, -0.12152)  0.076
H (-4.35050, 2.81985, -0.08081)  0.077
H (-2.13388, 4.76849, -2.58633)  0.070
H (-3.15460, 4.30427, -3.93791)  0.082
H (-3.79689, 5.33240, -2.62630)  0.077
F (-6.09374, 0.89929, -3.99873)  -0.188
Al (-6.89478, -0.59926, -3.98264)  -0.176
F (-8.51810, -0.38211, -3.61917)  -0.181
F (-6.13572, -1.52899, -2.77024)  -0.172
F (-6.70339, -1.35573, -5.47041)  -0.184

Atoms 1-6, force components in eV/Å:
C 0.0 0.3 -0.3
C -0.1 0.0 0.3
P -0.2 -0.3 0.1
C 0.1 0.0 0.3
C 0.0 0.5 -0.3
C 0.2 0.1 0.1

Properties
HOMO-LUMO gap in eV: 7.88

---

# C2H6CrN2O12S2

A molecular structure, C2H6CrN2O12S2 at a distorted geometry (the ωB97M-V functional and the def2-TZVPD basis, the OMol25 dataset).

Each line ends with the Mulliken spin population.
Element x y z (Å)
Cr (-0.85188, -0.90724, -0.25904)  3.846
S (-1.87364, 0.62296, -2.22613)  0.001
O (-0.94000, 1.45797, -3.04430)  0.001
O (-3.17054, 0.83038, -2.91224)  0.001
O (-1.53467, -0.79763, -2.15878)  0.022
O (-1.81874, 0.96367, -0.78271)  0.006
S (-0.99339, -3.36234, 0.65604)  0.002
O (0.16702, -2.64108, 0.10264)  -0.001
O (-1.97468, -2.28482, 0.71837)  0.045
O (-1.42184, -4.35362, -0.34723)  0.003
O (-0.72755, -4.12243, 1.87688)  0.001
C (2.10874, 1.18370, -2.51927)  0.001
N (1.40074, 1.42067, -1.25923)  0.046
O (1.00058, 0.43776, -0.64838)  -0.061
O (1.15416, 2.57161, -0.95161)  0.085
H (1.33431, 1.29200, -3.28529)  0.002
H (2.51132, 0.17804, -2.56625)  0.001
H (2.84493, 1.96579, -2.68167)  0.001
C (0.26350, 1.26906, 3.63775)  0.004
N (0.57263, 0.22234, 2.60597)  0.005
O (-0.34451, -0.12878, 1.88952)  -0.033
O (1.72554, -0.16405, 2.52581)  0.025
H (-0.59984, 1.83493, 3.30876)  0.000
H (1.15408, 1.85767, 3.81830)  -0.001
H (0.01373, 0.65344, 4.50210)  0.000

Atoms 1-6, force components in eV/Å:
Cr 0.3 0.9 -0.3
S -1.9 3.0 -4.1
O 0.9 -0.9 1.3
O 0.2 -0.6 1.6
O 1.2 -2.5 -1.2
O 0.0 0.5 1.8

Properties
Net charge: -2
HOMO-LUMO gap (spin up / spin down) in eV: 4.96 / 6.34
⟨S²⟩: 6.02
Spin multiplicity: 5

---

# C14H17F3N2O3RuS

A molecular structure, C14H17F3N2O3RuS at a distorted geometry (the ωB97M-V functional and the def2-TZVPD basis, the OMol25 dataset).

Each line ends with the Mulliken spin population.
Element x y z (Å)
C (-1.10535, 1.17842, 2.31508)  0.022
C (-1.13837, -0.98509, 2.46242)  0.173
H (-0.15357, 1.66864, 2.56655)  0.002
H (-1.62708, 0.92600, 3.25449)  0.013
H (-1.80290, 1.85503, 1.79607)  0.022
H (-0.75279, -1.99002, 2.21542)  0.035
H (-0.68027, -0.73746, 3.42896)  0.016
H (-2.23147, -0.98178, 2.54218)  0.006
C (0.21768, 2.53482, -0.75067)  0.031
C (0.43815, 3.38713, -1.82644)  -0.005
C (0.57348, 2.85262, -3.10721)  0.011
C (0.48623, 1.47936, -3.27079)  0.002
H (0.14971, 2.86393, 0.28553)  -0.009
H (0.49723, 4.45119, -1.62858)  0.001
H (0.74647, 3.50866, -3.95567)  0.000
H (0.59394, 1.00268, -4.23490)  0.001
N (0.06582, 1.21200, -0.94275)  0.087
C (0.23027, 0.65501, -2.16934)  0.027
C (0.07755, -0.79633, -2.21220)  0.020
N (-0.22693, -1.37118, -1.02352)  0.012
C (-0.39554, -2.69903, -0.90363)  0.027
C (-0.01490, -2.96857, -3.26626)  0.015
C (-0.30146, -3.52367, -2.01970)  -0.002
H (-0.62031, -3.05150, 0.10623)  -0.006
H (-0.46408, -4.58560, -1.88466)  -0.001
C (0.18008, -1.59904, -3.35553)  -0.003
H (0.40069, -1.10767, -4.29132)  -0.001
H (0.04894, -3.60374, -4.14629)  0.000
Ru (-0.66119, -0.06226, 0.59587)  2.624
C (-2.57597, 0.02968, 0.19852)  -0.067
H (-2.96444, -0.96614, -0.04498)  0.032
H (-2.77585, 0.69028, -0.65155)  0.031
H (-3.12276, 0.40044, 1.07238)  0.008
F (3.33113, 0.31136, 4.43943)  0.000
C (2.30282, -0.17409, 3.71446)  -0.007
F (2.25622, -1.51894, 3.86181)  -0.001
F (1.15280, 0.34280, 4.23271)  0.000
S (2.47462, 0.30850, 1.91066)  -0.091
O (2.11997, 1.71658, 1.89348)  0.309
O (3.81779, -0.08753, 1.56551)  0.394
O (1.45366, -0.56551, 1.22823)  0.269

Atoms 1-6, force components in eV/Å:
C -0.7 1.3 0.7
C -0.7 0.0 1.3
H -0.3 -0.3 -0.2
H 0.4 0.3 -0.6
H 0.4 0.0 0.0
H 0.2 0.2 -0.8

Properties
Net charge: +2
HOMO-LUMO gap (spin up / spin down) in eV: 8.60 / 3.83
⟨S²⟩: 6.03
Spin multiplicity: 5

---

# C13H12Cl3N3O2

C13H12Cl3N3O2 in the gas phase (the ωB97M-V functional and the def2-TZVPD basis, the OMol25 dataset).

Each line ends with the Löwdin charge.
Element x y z (Å)
C (-2.85568, -1.99363, 0.60227)  -0.019
C (-2.78845, -0.55413, 0.24876)  -0.285
N (-3.50643, 0.35934, 0.87926)  0.124
N (-3.22921, 1.53838, 0.33016)  -0.215
C (-3.85720, 2.74255, 0.78990)  -0.035
C (-2.32028, 1.40502, -0.65846)  -0.630
Cl (-1.76883, 2.73659, -1.57390)  0.734
C (-2.00649, 0.05842, -0.75565)  -0.215
N (-1.11446, -0.53240, -1.66045)  0.164
C (0.03268, -1.16666, -1.30259)  -0.551
O (0.86293, -1.54629, -2.08889)  0.115
O (0.10714, -1.33125, 0.03491)  -0.046
C (1.34364, -1.83917, 0.51853)  -0.133
C (2.46528, -0.85450, 0.31284)  -0.221
C (3.60194, -1.20667, -0.40225)  -0.020
C (4.62603, -0.30384, -0.61878)  -0.092
C (4.50874, 0.98345, -0.11855)  -0.673
Cl (5.77297, 2.12531, -0.37985)  0.686
C (3.38342, 1.37036, 0.59027)  -0.125
C (2.37086, 0.44789, 0.79981)  -0.584
Cl (0.97440, 0.94825, 1.68236)  0.759
H (-2.96049, -2.59756, -0.29676)  0.085
H (-3.70123, -2.16205, 1.26203)  0.079
H (-1.93993, -2.29371, 1.10814)  0.071
H (-3.11159, 3.43958, 1.17635)  0.088
H (-4.40430, 3.22205, -0.02351)  0.086
H (-4.54563, 2.46442, 1.58405)  0.091
H (-1.16256, -0.24109, -2.62669)  0.158
H (1.58011, -2.78071, 0.01284)  0.134
H (1.17106, -2.01693, 1.58371)  0.134
H (3.67715, -2.20368, -0.80683)  0.123
H (5.50215, -0.59082, -1.17743)  0.107
H (3.29223, 2.37348, 0.97442)  0.104

Atoms 1-6, force components in eV/Å:
C 0.0 0.1 0.1
C 0.1 0.3 -0.4
N -0.4 -0.4 0.6
N 0.5 -0.1 -0.6
C -0.2 0.4 0.1
C 0.0 -0.4 0.1

Properties
HOMO-LUMO gap in eV: 9.43

---

# C3H4N2O

C3H4N2O in the gas phase (the ωB97M-V functional and the def2-TZVPD basis, the OMol25 dataset).

Each line ends with the Löwdin charge.
Element x y z (Å)
N (-1.26469, 1.16297, 1.15837)  0.164
C (-0.23629, 0.51613, 0.55281)  -0.598
N (-0.68318, -0.34229, -0.46399)  0.085
C (0.32882, -0.95868, -0.97781)  -0.323
C (1.66115, -1.12786, -0.72810)  0.237
O (0.95580, 0.65214, 0.84842)  0.036
H (-2.20514, 0.89856, 0.90760)  0.101
H (-1.11467, 1.72679, 1.97861)  0.108
H (0.18659, -1.71950, -1.77346)  0.136
H (2.37160, -0.80824, -1.50246)  0.053

Atoms 1-6, force components in eV/Å:
N 0.1 -0.1 0.1
C 0.2 0.0 0.0
N 0.2 -0.1 -0.1
C 0.1 -0.1 0.1
C -0.4 0.4 0.2
O -0.2 -0.3 -0.4

Properties
Energy relative to the best compared isomer or geometry (same formula, charge and spin) in kcal per mole: 84.5
HOMO-LUMO gap in eV: 8.50

---

# C15H33INO5S

4 unconnected molecules or ions with the total composition C15H33INO5S (the ωB97M-V functional and the def2-TZVPD basis, the OMol25 dataset).

Each line ends with the Löwdin charge.
Element x y z (Å)
C (-2.08981, 0.46589, -0.40405)  -0.074
C (-1.16286, 1.55133, 0.11542)  -0.294
N (0.27698, 1.15964, 0.02702)  -0.328
S (0.81852, 0.38610, 1.41038)  0.641
I (3.14257, 0.65461, 1.19616)  0.829
C (0.70790, -1.39289, 0.93545)  -0.419
O (1.30251, -2.11365, 1.96284)  -0.231
O (0.33283, -2.27367, 3.01258)  0.013
H (-1.88842, 0.29542, -1.46261)  0.078
H (-1.96781, -0.46540, 0.15135)  0.057
H (-3.12357, 0.79697, -0.29914)  0.089
H (-1.23023, 2.43542, -0.52070)  0.123
H (-1.43199, 1.86721, 1.12729)  0.107
H (0.85934, 2.00182, -0.06964)  0.030
H (-0.34675, -1.62761, 0.79776)  0.099
H (1.27115, -1.56091, 0.01632)  0.115
H (0.12075, -3.21555, 2.92471)  0.119
C (-5.01477, 0.87516, -3.96893)  -0.164
C (-4.56669, 2.32367, -4.16721)  -0.161
C (-3.13529, 2.27209, -3.65052)  -0.214
O (-2.65276, 0.95659, -3.92045)  -0.161
C (-3.74216, 0.11144, -4.31193)  -0.198
H (-5.85654, 0.58813, -4.59577)  0.115
H (-5.29322, 0.70435, -2.92657)  0.111
H (-4.57541, 2.58116, -5.22729)  0.117
H (-5.17985, 3.04923, -3.63590)  0.114
H (-3.10389, 2.44452, -2.56562)  0.100
H (-2.47935, 2.99899, -4.13032)  0.119
H (-3.67156, -0.08381, -5.38568)  0.120
H (-3.65384, -0.83852, -3.78338)  0.114
C (1.68941, 4.95663, 2.59276)  -0.150
C (2.09717, 5.86931, 1.43811)  -0.152
C (2.21531, 4.88630, 0.28483)  -0.174
O (1.25294, 3.84239, 0.54556)  -0.222
C (0.76075, 3.97754, 1.89016)  -0.212
H (1.19949, 5.47972, 3.41083)  0.121
H (2.56108, 4.43586, 2.99404)  0.117
H (1.30840, 6.59563, 1.23759)  0.121
H (3.02238, 6.41231, 1.61641)  0.121
H (3.21219, 4.43929, 0.23494)  0.117
H (1.98603, 5.33021, -0.68213)  0.125
H (-0.26706, 4.35146, 1.86016)  0.128
H (0.75481, 3.00042, 2.37561)  0.081
C (2.38234, -5.92403, 0.67843)  -0.171
C (2.97665, -5.16966, 1.86979)  -0.168
C (2.76032, -6.16991, 3.00153)  -0.207
O (2.83700, -7.46019, 2.40948)  -0.131
C (2.80465, -7.35684, 0.98715)  -0.199
H (2.74701, -5.58022, -0.28857)  0.110
H (1.29191, -5.84388, 0.68113)  0.109
H (4.04338, -4.99933, 1.71269)  0.117
H (2.50454, -4.20815, 2.06410)  0.080
H (1.76958, -6.04462, 3.45766)  0.114
H (3.50888, -6.09736, 3.79071)  0.120
H (3.80195, -7.56723, 0.58822)  0.120
H (2.11315, -8.10336, 0.59726)  0.120

Atoms 1-6, force components in eV/Å:
C 0.2 0.2 -0.1
C 0.0 0.1 -0.2
N -0.1 0.1 0.1
S -0.1 0.0 -0.1
I 0.2 0.1 0.1
C 0.2 -0.4 0.2

Properties
Net charge: +1
HOMO-LUMO gap in eV: 6.27

---

| no. | calculated total energy (eV) |
| --- | --- |
| 1 | -73639.6108 |
| 2 | -79810.7843 |
| 3 | -45463.3361 |
| 4 | -59809.0785 |
| 5 | -8200.2232 |
| 6 | -46742.2669 |